38
Properties=species:S:1:pos:R:3 method="wB97M-V/def2-TZVPD" gap_ev=9.12 charge=0 lumo_ha=0.0329 relative_energy_kj_mol=62.3
C 2.4548 0.5402 1.5520
C 4.0538 1.1679 -0.2743
C -0.5607 -2.7531 0.4450
C -2.4810 -2.3264 -1.1965
C -0.7551 1.6662 1.1516
C -1.1802 1.9406 -1.2959
C -2.9022 0.9258 0.1413
C 2.9393 0.2657 0.0372
C -1.6462 -1.8929 0.0203
C -1.4002 0.9751 -0.0587
N 1.8982 0.3009 -0.9689
N -0.8080 -0.3068 -0.3938
P 0.5176 -0.7209 -1.4125
H 2.3949 1.5705 1.7766
H 1.5330 0.2000 1.4477
H 2.9630 0.0714 2.3757
H 3.8966 2.1047 0.1479
H 4.2033 1.3051 -1.3590
H 4.8671 0.7474 0.2446
H -1.0878 -3.5381 0.9170
H -0.0437 -3.1275 -0.4075
H 0.2800 -2.4332 1.0000
H -3.2973 -3.0766 -1.0258
H -1.8904 -2.7704 -1.9610
H -2.8857 -1.3851 -1.5691
H -0.4150 1.0414 1.9670
H 0.1165 2.2173 0.7588
H -1.4833 2.3357 1.5538
H -2.0926 1.7543 -1.8238
H -0.3384 1.7562 -1.9174
H -1.1773 2.9421 -1.0149
H -3.1303 1.7386 0.7945
H -3.4893 0.9103 -0.7879
H -3.0371 -0.0546 0.6478
H 3.2131 -0.8565 0.1770
H -2.2732 -1.7846 0.8178
H 1.6639 1.2740 -1.0250
H 0.1955 0.1999 -2.3793



64
Properties=species:S:1:pos:R:3 method="wB97M-V/def2-TZVPD" gap_ev=7.98 charge=0 lumo_ha=-0.0173 smiles="COc1ccc(-n2nc(C(=O)NCC(=O)NCCCN3CCOCC3)c3ccccc3c2=O)cc1Cl"
C 5.9516 -6.6895 1.2603
H 5.3282 -7.5419 0.9743
H 5.7274 -6.4004 2.2916
H 7.0012 -6.9682 1.1842
O 5.7838 -5.6082 0.3738
C 4.5564 -5.0567 0.2460
C 4.4380 -3.9929 -0.6622
C 3.2297 -3.3679 -0.8766
C 2.0990 -3.7857 -0.1785
C 2.1995 -4.8251 0.7334
C 3.4154 -5.4547 0.9351
H 3.4649 -6.2637 1.6453
H 1.3343 -5.1558 1.2819
N 0.8764 -3.1083 -0.4156
N 1.0169 -1.8152 -0.6732
C 0.0114 -1.0493 -0.9599
C -1.3343 -1.5624 -1.0275
C -2.4673 -0.8020 -1.3396
C -3.7097 -1.3942 -1.3772
C -3.8618 -2.7530 -1.1092
C -2.7600 -3.5194 -0.8050
C -1.4921 -2.9368 -0.7597
C -0.3445 -3.7877 -0.4441
O -0.4120 -4.9820 -0.2367
H -2.8408 -4.5755 -0.5969
H -4.8425 -3.2026 -1.1427
H -4.5769 -0.7984 -1.6199
H -2.3508 0.2467 -1.5533
C 0.3719 0.3810 -1.2083
O -0.4325 1.2444 -1.5394
N 1.6786 0.6392 -1.0365
H 2.2578 -0.1147 -0.6974
C 2.2715 1.9307 -1.2884
H 3.3302 1.8020 -1.5133
H 1.7631 2.3810 -2.1477
C 2.1404 2.9012 -0.0955
O 3.1078 3.3780 0.4589
N 0.8652 3.1391 0.2358
C 0.4690 4.0646 1.2694
C -0.1717 5.3278 0.6866
H 0.5641 5.8724 0.0932
H -0.4791 5.9699 1.5125
C -1.3702 4.9919 -0.2079
N -2.2709 4.0556 0.4412
C -3.1635 4.6948 1.3907
C -3.9632 3.6188 2.1250
O -4.7042 2.8260 1.2286
C -3.8506 2.2239 0.2835
H -4.4945 1.6509 -0.3854
C -3.0478 3.2643 -0.4969
H -2.3661 2.7536 -1.1792
H -3.7426 3.8918 -1.0835
H -3.1530 1.5413 0.7927
H -4.6867 4.0703 2.8061
H -3.2691 2.9834 2.6968
H -2.5765 5.2637 2.1131
H -3.8644 5.3834 0.8834
H -1.8853 5.9241 -0.4968
H -1.0057 4.5223 -1.1243
H 1.3665 4.3254 1.8342
H -0.2506 3.5687 1.9256
H 0.1249 2.7182 -0.3122
H 3.1579 -2.5615 -1.5882
Cl 5.8379 -3.4767 -1.5240



18
Properties=species:S:1:pos:R:3 method="wB97M-V/def2-TZVPD" gap_ev=7.98 charge=0 lumo_ha=0.0159 relative_energy_kj_mol=630.1
C 1.2657 -0.8826 -0.1546
C -0.4771 0.2641 0.7137
C 0.0037 1.6759 0.5185
C -0.8541 -0.5753 -0.2874
C -1.3911 -1.3982 -1.1372
O 1.7214 -0.0880 -1.1993
O 2.0955 -0.8549 0.9544
O -2.4459 0.4687 0.8647
H 2.3184 0.0664 1.1482
H 2.6008 -0.3974 -1.4701
H -2.7173 1.2169 0.3128
H 1.1497 -1.9344 -0.4206
H -0.3869 -0.1684 1.7035
H 1.0880 1.7582 0.6304
H -0.2610 2.0451 -0.4709
H -0.4596 2.3066 1.2760
H -2.4684 -1.4665 -1.2118
H -0.7819 -2.0361 -1.7703



96
Properties=species:S:1:pos:R:3 method="wB97M-V/def2-TZVPD" gap_ev="7.16 / 7.49" charge=0 lumo_ha="-0.0742 / -0.0648" relative_energy_kj_mol=504.9 spin_multiplicity=2
O 2.3273 -0.6233 2.8387
V 0.9512 0.0360 2.6879
C -0.7506 0.1858 0.7165
O -1.6214 -0.0223 -0.1113
O -0.8580 0.7880 1.7873
O 0.3031 -0.4661 0.7509
O -3.2576 -1.9071 -4.8657
S -3.0663 -2.9943 -3.9004
O -3.4908 -4.3908 -4.1936
O -1.4399 -2.9987 -3.5373
C -0.7324 -1.8010 -3.2705
C -0.1294 -1.3395 -4.6189
C -3.7574 -2.4824 -2.2285
H 0.0863 -1.9427 -2.5650
H -1.2806 -0.9711 -2.8246
H -0.8663 -1.2381 -5.4156
H 0.6526 -1.9875 -5.0147
H 0.3881 -0.3905 -4.4785
H -4.8304 -2.2994 -2.2866
H -3.2684 -1.5774 -1.8682
H -3.5656 -3.2956 -1.5285
O -0.0197 -1.7241 3.5042
S -1.3588 -2.2583 3.8352
O -2.1911 -3.1517 3.0457
O -1.2412 -2.8510 5.3917
C -0.8927 -4.2187 5.4891
C 0.2416 -4.3106 6.4916
C -2.4499 -0.8422 4.3611
H -0.5843 -4.6548 4.5389
H -1.7072 -4.8369 5.8665
H 0.4185 -5.3413 6.7989
H 0.1213 -3.6524 7.3521
H 1.1807 -4.0473 6.0049
H -3.4567 -1.2105 4.5578
H -2.6201 -0.1999 3.4971
H -1.9262 -0.2833 5.1367
O 4.2378 -1.2106 0.6559
S 4.3143 -1.9428 -0.5950
O 4.8918 -1.4498 -1.8491
O 5.1065 -3.3973 -0.1630
C 5.2629 -4.2944 -1.2007
C 4.4774 -5.5961 -0.9235
C 2.5549 -2.5473 -0.8604
H 6.3354 -4.4066 -1.3598
H 5.0395 -3.8897 -2.1878
H 3.6332 -5.3515 -0.2789
H 5.0711 -6.2979 -0.3376
H 4.2529 -6.1144 -1.8557
H 2.5162 -2.9843 -1.8582
H 1.9519 -1.6495 -0.9957
H 2.3190 -3.3174 -0.1259
O 1.7860 2.0694 1.8888
S 2.0383 3.4952 2.0091
O 3.3580 3.9456 2.3044
O 1.3663 4.2959 0.6903
C 1.9220 5.6667 0.4035
C 1.3497 6.0184 -1.0304
C 0.8545 4.2247 3.4318
H 2.9938 5.4846 0.3242
H 1.6666 6.4400 1.1279
H 1.6134 5.1715 -1.6638
H 1.8142 6.8896 -1.4925
H 0.2830 6.2349 -0.9719
H 1.3212 3.8998 4.3617
H -0.1016 3.7337 3.2506
H 0.7707 5.3114 3.4355
O 1.7744 3.6199 -3.9450
S 2.1342 2.4102 -3.1425
O 2.3938 1.1280 -3.7986
O 3.4603 2.9420 -2.2186
C 4.1815 1.9506 -1.4647
C 5.5012 2.5708 -1.0480
C 0.9182 2.2257 -1.7890
H 4.3074 1.0346 -2.0420
H 3.6463 1.7347 -0.5401
H 6.1030 1.7243 -0.7172
H 5.4240 3.2060 -0.1656
H 5.9993 3.1254 -1.8433
H 1.3679 1.4951 -1.1165
H 0.0248 1.7472 -2.1902
H 0.6764 3.0999 -1.1845
O -7.3589 0.3428 1.6369
S -6.4542 0.2528 0.4798
O -6.3749 -0.8129 -0.4910
O -6.7271 1.6942 -0.3529
C -6.0929 1.8554 -1.6517
C -6.4116 3.2335 -2.2454
C -4.7126 0.6471 1.1351
H -6.3631 1.0641 -2.3510
H -5.0056 1.7831 -1.6267
H -7.4878 3.3927 -2.3128
H -6.0148 3.2781 -3.2596
H -5.9380 4.0800 -1.7483
H -4.6834 -0.1051 1.9235
H -4.6768 1.6357 1.5927
H -3.9197 0.5133 0.3992